C4H8OS | ωB97M-V/def2-TZVPD

Output
Total charge: 0
HOMO, eV: -8.59
Strongest force on any atom, eV/Å: 3.3
Orbital gap, eV: 9.272
Energy above the lowest of the compared OMol25 structures with the same formula, charge and spin, kJ/mol: 369.73

Atoms and positions in Å:
C 1.35567 -1.96552 -0.78588
C 1.09831 -3.35847 -0.44355
C -0.21635 2.49740 -0.15850
C -0.42360 1.40976 0.86401
O -0.35679 0.09678 0.41443
S 0.92478 -0.47839 -0.58694
H 0.55571 -3.26436 0.47204
H 2.06844 -3.94013 -0.41117
H 0.41434 -3.57622 -1.37374
H 0.89147 2.42558 -0.68564
H -0.22906 3.47667 0.43172
H -1.08936 2.52107 -0.85599
H 0.30424 1.57983 1.65949
H -1.33793 1.55385 1.43653